A structure of composition C28H35BrClN3O9PY, computed with ωB97M-V/def2-TZVPD.

```
79
Properties=species:S:1:pos:R:3:forces:R:3:mulliken_charge:R:1
C -2.943356 -0.992782 -0.825154 0.2615 -0.3054 -0.2401 0.25
O 2.445839 -1.076222 0.509897 0.0353 -0.4120 -0.0508 0.16
H 4.174810 0.269899 -1.155400 -0.0288 -0.0131 0.0061 0.27
H 4.706270 -1.414224 -1.007479 -0.0333 0.0046 0.0136 0.21
C 1.596980 3.498515 -0.508364 0.0618 0.0996 -0.0237 0.44
H 4.641455 1.108090 1.805469 -0.0063 -0.0332 -0.0071 0.51
C -2.168896 2.313188 0.120041 -0.1625 -0.0278 -0.1980 1.01
C 3.800510 -0.610246 0.794725 -0.1039 0.1727 -0.0863 1.83
C -3.909106 3.616337 1.259726 0.0393 0.0429 0.0888 -0.76
H 3.751852 -1.810476 2.578983 0.0106 -0.0060 -0.0223 0.35
H -2.246023 2.512235 -2.032755 -0.0041 -0.0023 -0.0030 0.39
C 4.390514 -1.668751 1.706666 0.0188 -0.0629 0.0341 -1.67
C 0.473791 -3.174671 -2.841421 -0.0244 -0.0925 -0.0035 -1.39
O 0.089307 0.944541 2.621822 0.2932 0.2062 0.1453 -0.52
N -1.774214 -0.658780 1.762716 0.0701 -0.1523 0.0016 0.76
C -2.390462 -1.566289 3.740786 -0.1556 0.0994 -0.0904 -0.31
C -3.979977 -3.497782 -1.389605 0.0077 -0.0097 0.0238 -0.85
H 1.282691 -3.608749 -0.229606 0.0055 0.0202 -0.0065 0.20
C 2.016400 -3.898447 -0.982140 -0.0197 -0.0094 0.0036 -1.34
H 3.058335 0.602793 2.422095 -0.0163 0.0051 -0.0078 0.31
O -0.172114 0.320408 4.741761 -0.1118 -0.1196 0.0497 -0.87
C 0.253558 5.501800 -0.648228 -0.0301 -0.0553 -0.0576 -0.99
H 3.018084 -3.792438 -0.563019 -0.0205 0.0169 0.0022 0.20
P 1.533214 -0.844686 -0.770868 -0.0687 0.2911 0.1753 0.16
H -4.355591 -4.490844 -1.599934 0.0002 0.0204 -0.0112 0.40
H 1.856201 -4.949877 -1.224958 0.0071 0.0008 -0.0059 0.54
H 0.548146 6.534508 -0.469917 0.0057 -0.0041 0.0185 0.37
H 2.480828 2.961350 -0.868356 -0.0197 -0.0094 -0.0081 0.10
C -1.552869 -0.651482 3.066575 0.0500 -0.0208 0.0375 -0.06
N -2.732503 -1.576850 1.536642 0.0421 0.0472 0.0326 -0.06
O -1.773472 -1.302736 6.054420 0.1867 0.1787 -0.0048 -0.56
H 4.483803 -2.620167 1.180202 -0.0248 0.0165 0.0177 0.35
H 0.394444 -2.541454 -3.726094 -0.0114 0.0195 0.0284 0.33
H 2.814716 -4.490762 -3.561417 -0.0116 0.0054 0.0010 0.40
H -3.210235 -0.577405 -2.897145 0.0008 -0.0107 0.0031 0.44
H 3.357675 4.895461 -1.811663 -0.0057 -0.0503 -0.0339 0.34
O 1.497025 0.644543 -1.071915 0.2629 0.0225 -0.1483 -0.68
C 1.870876 -3.074783 -2.251522 0.0427 0.1761 -0.0128 1.61
Y -0.234248 0.969787 0.484451 -0.0781 -0.3702 0.0402 0.95
C -2.540343 -1.932194 5.185850 -0.0093 -0.1909 -0.0788 0.48
H 5.381377 -1.365357 2.046940 0.0021 0.0205 -0.0102 0.40
O 0.139185 -1.248221 -0.337905 0.2411 0.0231 0.0177 0.00
H -0.475675 5.469028 -1.459965 0.0169 0.0124 0.0004 0.36
C -3.890225 -2.552405 -2.397874 -0.0202 -0.0305 -0.0121 -0.58
H -3.629243 -3.954502 0.662710 0.0030 0.0086 -0.0002 0.50
C 2.342379 5.232970 -2.009290 -0.0018 0.0121 0.0232 -0.93
C 4.616788 -0.463979 -0.480186 0.0865 0.0166 0.0078 -1.53
Br -5.863225 5.251445 -0.012726 0.0022 -0.0001 -0.0052 -0.21
C -4.373732 4.072072 0.040203 -0.0028 0.0041 -0.0192 0.03
C -3.342982 -1.311209 -2.112499 0.0129 0.0013 0.0042 -0.86
H -0.278284 -2.875709 -2.112129 0.0030 0.0378 -0.0178 0.08
C 3.660810 0.722039 1.520958 0.0145 -0.0162 -0.0181 -1.38
H 0.273355 -4.205416 -3.140349 0.0335 -0.0020 0.0045 0.49
C -0.463537 0.268515 3.553435 -0.0683 -0.0333 0.0685 0.83
H 5.620051 -0.124411 -0.216796 -0.0074 -0.0074 -0.0053 0.53
C -2.813495 2.757518 1.285172 -0.1183 -0.0481 -0.1353 -0.81
N 1.435872 4.718348 -0.991964 -0.0228 0.0584 -0.0242 0.21
C -3.773140 3.679533 -1.143628 -0.0256 0.0213 0.0029 -0.63
H 2.846947 -2.822470 -4.156162 0.0106 -0.0021 0.0268 0.38
O -3.319633 -2.786702 5.525076 -0.0018 0.0973 -0.0091 -0.60
C 2.933761 -3.447333 -3.266654 0.0138 -0.0415 -0.0618 -1.76
H -4.155247 4.042244 -2.089485 0.0167 -0.0113 -0.0041 0.43
H -1.137775 -0.667569 5.617978 -0.0603 0.0014 0.0055 0.42
H -2.405315 -0.070274 -0.689591 -0.4746 0.2894 0.3247 0.24
H 2.331459 6.319703 -1.972695 0.0224 0.0076 0.0296 0.30
H 2.043174 4.915818 -3.009086 -0.0305 0.0197 -0.0056 0.33
C -2.690019 2.809875 -1.083637 -0.0019 0.0158 0.0351 -0.18
H -4.394949 3.929258 2.175298 0.0152 -0.0033 -0.0057 0.44
H 3.930996 -3.321322 -2.843269 -0.0143 0.0163 -0.0011 0.39
H 3.176037 1.455011 0.874713 0.0007 -0.0100 -0.0068 0.04
H -2.478525 2.418609 2.264129 0.0159 0.0123 -0.0127 0.30
O 0.815050 2.977728 0.297050 0.0853 0.0921 0.1726 -1.02
Cl -4.505016 -3.120431 2.844825 0.0099 -0.0011 0.0523 -0.13
H -0.204232 5.082313 0.242522 -0.0040 0.0018 -0.0045 0.30
H -4.213862 -2.791956 -3.402390 0.0112 0.0081 0.0102 0.40
C -3.103403 -1.921378 0.195406 -0.0468 0.0656 -0.0144 0.81
O 2.143905 -1.644524 -1.975242 -0.1760 -0.1574 0.0518 -0.23
C -3.152721 -2.104562 2.717793 -0.0130 0.0244 -0.0150 0.05
C -3.580826 -3.192658 -0.096554 0.0175 0.0085 -0.0722 -0.73
```
Positions in Å, forces in eV/Å.

Energy above the lowest of the compared OMol25 structures with the same formula, charge and spin (kcal per mole): 20.7
E (hartree): -5343.63987
Frontier orbital gap (Eh): 0.3187
HOMO (eV): -8.51
Lowest unoccupied orbital energy (eV): 0.162